[1]
DFT (ωB97M-V/def2-TZVPD) results for the molecule C21H20I2O3 in a non-equilibrium geometry.

Summary:
* SMILES string: COCCCc1ccc(I)c2c1C(=O)c1cc(CCCI)ccc1C2=O
* calculated total energy: -1633.22313 a.u.
* max |F|: 2.7 eV Å⁻¹
* LUMO energy: -0.8 eV

ORCA input file:
```
! RIJCOSX wB97M-V def2-TZVPD def2/J DEFGRID3
* xyz 0 1
C -4.35962 2.24818 -1.43362
O -2.99344 2.72477 -1.42670
C -2.75618 3.25300 -2.73847
C -1.29274 2.99838 -3.28586
C -0.48333 1.88642 -2.53044
C -1.16887 0.48719 -2.48005
C -2.35214 0.10763 -3.25178
C -2.93996 -1.21337 -3.10150
C -2.38327 -2.21807 -2.18994
I -3.39191 -4.09879 -2.02573
C -1.17238 -1.86153 -1.43518
C -0.56129 -0.51596 -1.57957
C 0.71046 -0.25557 -0.74714
O 1.62724 0.46178 -1.09987
C 0.90409 -0.97435 0.63076
C 1.69815 -0.33957 1.66306
C 1.90303 -1.05034 2.92731
C 2.78275 -0.48052 4.10205
C 4.21519 -0.01777 3.56728
C 5.39515 -0.84398 4.22713
I 5.40894 -0.71088 6.38655
C 1.27718 -2.37574 3.08386
C 0.46924 -3.00322 2.02888
C 0.28317 -2.28939 0.77798
C -0.51432 -2.86076 -0.44027
O -0.54253 -4.06496 -0.55458
H -4.74009 2.03371 -0.40699
H -4.99403 3.07447 -1.87523
H -4.50323 1.34959 -2.08737
H -2.88984 4.37615 -2.67700
H -3.48985 2.89706 -3.50928
H -0.72524 3.96182 -3.12609
H -1.31927 2.86467 -4.40304
H 0.48360 1.74171 -3.09590
H -0.19330 2.15566 -1.48500
H -2.80995 0.84523 -3.95660
H -3.86090 -1.45556 -3.68202
H 2.14954 0.67228 1.50617
H 2.25144 0.32185 4.66865
H 2.94516 -1.35514 4.79498
H 4.42253 1.05703 3.79706
H 4.25389 -0.21749 2.46326
H 5.38723 -1.91977 3.89981
H 6.38425 -0.43956 3.87524
H 1.44397 -2.93805 4.02882
H 0.04147 -4.01822 2.19635
*
```

=====

[2]
DFT (ωB97M-V/def2-TZVPD) results for a structure of composition C44H59N9O3Rb.

Summary:
* calculated total energy: -2454.53917 a.u.
* max |F|: 0.9 eV Å⁻¹
* relative energy (zero: lowest compared OMol25 entry of this formula, charge and spin): 70.1 kcal per mole
* LUMO energy: 1.9 eV

ORCA input file:
```
! RIJCOSX wB97M-V def2-TZVPD def2/J DEFGRID3
* xyz -1 1
Rb 0.37782 -0.94757 1.01369
C -6.07691 -0.00575 -1.86475
C -5.97834 -0.74018 -0.52123
C -4.66243 -0.49595 0.14854
C -4.32077 0.52611 1.00900
C -5.24877 1.49062 1.69795
C -5.01143 1.54607 3.21153
C -2.91469 0.34153 1.28367
C -1.79557 1.05174 1.81918
C -1.13174 2.19917 1.41946
C -1.49697 3.48933 0.87097
C -2.84858 4.12712 0.97225
C -3.66394 3.95986 -0.31654
C -0.37254 3.97341 0.26701
C 0.64372 2.92990 0.40491
C 1.78866 2.81976 -0.44312
C 2.14423 1.65933 -1.10313
N 1.46374 0.48356 -1.02934
C 1.94400 -0.32555 -1.98423
C 1.42822 -1.56775 -2.38165
C 0.16659 -2.16660 -2.15585
N -0.82645 -1.69161 -1.39534
C -1.93678 -2.43856 -1.65335
C -3.19590 -2.17716 -1.12690
C -3.44797 -1.24228 -0.10154
N -2.46508 -0.78496 0.69028
C -1.62388 -3.48084 -2.62804
C -0.29979 -3.34486 -2.90854
C 0.52962 -4.16790 -3.84739
C 0.51142 -3.60516 -5.27490
C -2.58343 -4.50746 -3.14668
C -3.49490 -3.96786 -4.25650
C 3.06022 0.33778 -2.69215
C 3.16982 1.57538 -2.15558
C 4.12030 2.67033 -2.52399
C 5.29215 2.76522 -1.53947
C 3.80525 -0.20933 -3.87104
C 3.03023 0.02299 -5.17495
N 0.21209 1.96157 1.19327
C -0.22209 5.22635 -0.53829
C -0.32551 4.96598 -2.04817
H -7.04880 -0.17308 -2.33771
H -5.94029 1.06704 -1.71854
H -5.29397 -0.35062 -2.54140
H -6.79664 -0.41240 0.12675
H -6.10946 -1.81263 -0.69163
H -5.13892 2.49752 1.28550
H -6.28085 1.18243 1.51032
H -3.97087 1.78974 3.42488
H -5.64790 2.29763 3.68781
H -5.22380 0.57449 3.66206
H -1.05821 0.32692 2.15366
H -2.74676 5.19286 1.20002
H -3.38669 3.66588 1.80289
H -4.68084 4.34218 -0.19113
H -3.19411 4.50340 -1.13716
H -3.71500 2.90505 -0.59349
H 2.26729 3.74216 -0.75961
H 2.04669 -2.09530 -3.10241
H -4.04981 -2.65393 -1.59990
H 1.56187 -4.20411 -3.48920
H 0.15685 -5.19647 -3.86444
H 0.78869 -2.55043 -5.26489
H 1.20584 -4.14324 -5.92613
H -0.49081 -3.68269 -5.69908
H -2.02649 -5.36441 -3.53682
H -3.20444 -4.87030 -2.32359
H -2.90148 -3.56077 -5.07651
H -4.13621 -4.76046 -4.65056
H -4.13011 -3.16469 -3.88154
H 4.50866 2.50594 -3.53278
H 3.58918 3.62624 -2.53826
H 5.84848 1.82630 -1.52399
H 5.98016 3.56888 -1.81542
H 4.92005 2.95466 -0.53189
H 4.78466 0.27159 -3.94159
H 3.97855 -1.28064 -3.74189
H 2.93333 1.09203 -5.37146
H 3.53250 -0.44372 -6.02668
H 2.02658 -0.39461 -5.09098
H -0.99167 5.94699 -0.24501
H 0.74907 5.68550 -0.32660
H -1.27880 4.49514 -2.28940
H -0.23750 5.89911 -2.61078
H 0.45963 4.28332 -2.37235
N 2.55544 -3.65481 1.15942
C 3.69874 -4.15830 1.87379
C 3.53031 -3.83342 3.36212
O 4.49183 -3.75753 4.10027
O 2.30134 -3.64028 3.77767
H 2.41452 -4.05706 0.24255
H 2.56757 -2.64039 1.10681
H 4.65845 -3.74560 1.55860
H 3.73239 -5.24671 1.79151
O 0.26074 -3.44446 2.74790
N 1.10946 -4.17941 2.74677
C -0.93070 0.86491 6.93289
C -0.58375 -0.58744 6.58590
C -0.10769 -0.69118 5.21282
N 0.28492 -0.73825 4.13623
H -1.28452 0.93267 7.96103
H -1.70650 1.24102 6.26787
H -0.05323 1.50020 6.82174
H -1.45647 -1.23109 6.70122
H 0.19881 -0.96547 7.24552
C 5.70745 -0.41960 4.54867
N 4.73897 0.25205 3.69748
C 4.77155 1.70249 3.64134
C 4.05508 -0.42186 2.79369
N 3.45512 -0.92929 1.94469
H 5.65201 0.00427 5.55304
H 6.72535 -0.28911 4.16567
H 5.48149 -1.48063 4.60373
H 4.54502 2.11478 4.62692
H 4.02606 2.05786 2.93338
H 5.75901 2.05731 3.33060
*
```

=====

[3]
DFT (ωB97M-V/def2-TZVPD) results for a structure of composition C21H21FeNO4 in a non-equilibrium geometry.

Summary:
* calculated total energy: -2432.02289 a.u.
* ⟨S²⟩: 6.15
* max |F|: 5.3 eV Å⁻¹
* LUMO energy (alpha / beta): 0.7 / -2.5 eV

ORCA input file:
```
! RIJCOSX wB97M-V def2-TZVPD def2/J DEFGRID3
* xyz 0 5
C 2.22807 2.04316 0.76327
C 1.02694 2.79558 0.35613
C -0.23441 2.74442 0.99668
Fe -1.01363 1.21174 -0.06315
C -1.64665 0.60383 1.54149
O -2.07663 0.20722 2.54327
C 0.17178 -0.26488 -0.01180
O 0.93731 -1.13211 -0.14510
C -2.74037 2.06718 -0.63472
C -2.78519 0.62236 -0.67676
C -1.74591 0.17660 -1.57611
C -1.08410 1.35281 -2.10009
C -1.68440 2.50586 -1.50653
H 3.09068 2.67280 1.05402
H 2.02197 1.38076 1.61028
H 2.57140 1.40879 -0.06760
H 1.13988 3.41894 -0.53560
H -0.24130 2.47368 2.06576
H -0.95145 3.56212 0.78783
H -3.42690 2.70463 -0.08237
H -3.53511 -0.01003 -0.21883
H -1.59472 -0.84609 -1.90532
H -0.29801 1.35760 -2.85196
H -1.42073 3.53961 -1.72088
C 4.78395 -1.06293 3.03691
C 5.16205 0.32457 3.46254
O 3.97264 1.13384 3.32625
C 4.24011 2.45251 3.52488
C 3.01371 3.27225 3.58385
C 3.11093 4.63757 4.03877
C 4.34618 5.33260 4.01057
C 4.44260 6.65355 4.44965
C 3.30697 7.31285 4.92694
C 2.08324 6.63882 5.00058
C 1.97694 5.31613 4.56666
C 1.87113 2.52711 3.85743
N 0.90658 1.92495 4.16495
O 5.39227 2.84062 3.62996
H 5.55756 -1.77312 3.32367
H 3.83801 -1.38883 3.47533
H 4.69443 -1.10909 1.94874
H 5.50177 0.35871 4.50390
H 5.94802 0.73665 2.82607
H 5.23383 4.79488 3.70319
H 5.40901 7.14630 4.41482
H 3.37582 8.34909 5.23794
H 1.20333 7.13365 5.39614
H 1.03451 4.76889 4.66874
*
```

=====

[4]
DFT (ωB97M-V/def2-TZVPD) results for a structure of composition C27H39BIrN6OSi.

Summary:
* calculated total energy: -1874.21728 a.u.
* ⟨S²⟩: 0.76
* max |F|: 0.2 eV Å⁻¹
* relative energy (zero: lowest compared OMol25 entry of this formula, charge and spin): 0.0 kcal per mole
* LUMO energy (alpha / beta): -6.9 / -8.9 eV

ORCA input file:
```
! RIJCOSX wB97M-V def2-TZVPD def2/J DEFGRID3
* xyz 2 2
Ir 0.05414 -0.37675 -0.01854
C -2.25199 -1.94996 -1.96740
C -1.82631 -1.75599 -0.54157
C -2.60080 -0.94736 0.32572
C -3.86321 -0.33163 -0.14864
C -2.06217 -0.62301 1.59414
C -2.67254 0.50540 2.36178
C -1.02445 -1.41629 2.14619
C -0.64994 -1.25157 3.59592
C -0.54264 -2.52927 1.41001
C 0.22742 -3.62095 2.07159
C -0.79206 -2.57448 0.00695
C -0.18581 -3.65420 -0.84450
H -2.97200 -2.77212 -2.01730
H -1.41757 -2.20914 -2.61190
H -2.72989 -1.06045 -2.36849
H -3.62533 0.60687 -0.66207
H -4.53548 -0.10598 0.67587
H -4.38181 -0.98059 -0.85046
H -3.46090 0.12834 3.02075
H -3.10944 1.23528 1.68825
H -1.94899 1.02085 2.98825
H 0.40139 -1.44976 3.78602
H -1.21898 -1.96956 4.19246
H -0.88423 -0.26494 3.97974
H -0.38297 -4.53001 2.03188
H 0.44822 -3.41705 3.11310
H 1.15933 -3.84618 1.55787
H 0.15444 -3.26778 -1.80114
H -0.94387 -4.41427 -1.05116
H 0.65589 -4.14041 -0.36556
B 2.66068 -1.68582 -2.08719
N 2.64472 -1.95273 -0.54160
C 3.72582 -2.39755 0.10089
C 3.59637 -2.13819 1.45907
C 2.37132 -1.51688 1.57032
N 1.78834 -1.43425 0.35899
N 1.25620 -1.21470 -2.58790
C 0.99689 -1.18453 -3.90091
C 0.02650 -0.23103 -4.16187
C -0.27860 0.30892 -2.92544
N 0.49098 -0.26750 -1.98551
H 2.93657 -2.69250 -2.67083
H 3.44630 -0.78842 -2.27790
H 4.53647 -2.84114 -0.45412
H 4.29378 -2.37229 2.24384
H 1.87038 -1.13937 2.44435
H 1.55690 -1.81760 -4.56989
H -0.39898 0.03151 -5.11430
H -1.02506 1.03118 -2.65398
C -2.73310 2.98484 -1.89623
Si -1.35054 2.78305 -0.65879
C -1.83091 3.72123 0.88226
C 0.21612 3.52907 -1.35668
O -1.19528 1.14777 -0.34998
H -2.83001 4.04762 -2.13488
H -3.70202 2.67182 -1.50098
H -2.57647 2.46922 -2.84633
H -1.89535 4.78380 0.63108
H -1.11547 3.64051 1.70208
H -2.81378 3.43568 1.26231
H -0.03861 4.48786 -1.81583
H 0.68406 2.92035 -2.13286
H 0.96333 3.74649 -0.59080
N 4.75547 4.88126 2.17794
C 4.02044 4.07822 1.81555
C 3.09757 3.07448 1.36624
C 1.91879 2.83867 2.06998
C 1.05918 1.86728 1.60871
N 1.32781 1.14657 0.51080
C 2.45789 1.37080 -0.17545
C 3.36547 2.32853 0.22327
H 1.67526 3.40334 2.95866
H 0.12519 1.65400 2.11043
H 2.63541 0.76485 -1.05288
H 4.26652 2.48859 -0.35138
*
```